Computed, not measured: a molecular structure, C9H9I2Ir2NO4S, with the ωB97M-V functional and the def2-TZVPD basis.

```
28
Properties=species:S:1:pos:R:3:mulliken_charge:R:1
I 4.17155 -1.45287 -1.18884 0.698
I 4.23491 1.16903 -1.20362 0.681
Ir -0.55552 1.30162 0.22698 0.611
Ir -0.63287 -1.25006 0.18611 0.530
S 0.76990 0.06538 -1.49554 -0.009
C -1.54676 -2.22905 -1.11602 0.547
C -1.28857 -2.17674 1.69381 0.491
C 0.55432 -0.00294 -3.35866 1.125
C 1.50057 1.05504 -3.90264 -1.322
C -0.88281 0.28104 -3.76310 -1.357
C 1.00866 -1.38228 -3.80047 -1.191
C -1.03703 2.21126 1.81767 0.558
C -1.64326 2.30340 -0.91730 0.430
O -1.74202 -2.72631 2.61429 -0.162
O -2.17042 -2.78589 -1.93041 -0.190
O -1.34631 2.80490 2.77061 -0.150
O -2.34663 2.94674 -1.58921 -0.197
H 1.40352 1.07566 -4.99604 0.503
H 2.53613 0.82244 -3.63168 0.182
H 1.25308 2.03688 -3.49164 0.437
H -0.93560 0.25728 -4.86147 0.488
H -1.19438 1.27900 -3.44063 0.348
H -1.57032 -0.48353 -3.38147 0.315
H 0.95793 -1.42644 -4.89610 0.500
H 0.35976 -2.16217 -3.39455 0.334
H 2.03742 -1.56717 -3.47390 0.214
N 1.49176 -0.10480 2.16714 -0.123
C 0.66919 -0.07061 1.31047 -0.290
```

Calculated values
HOMO (alpha / beta) = -21.495 / -24.532 eV
spin multiplicity = 9
total charge = +4